Record 1
{
  "formula": "C12H34AlNO14P3",
  "method": "ωB97M-V with the def2-TZVPD basis set",
  "lumo_ev": 0.70,
  "total_charge": -1,
  "species": ["P", "P", "P", "Al", "O", "O", "O", "O", "O", "O", "O", "O", "O", "O", "O", "O", "O", "O", "N", "C", "C", "C", "C", "C", "C", "C", "C", "C", "C", "C", "C", "H", "H", "H", "H", "H", "H", "H", "H", "H", "H", "H", "H", "H", "H", "H", "H", "H", "H", "H", "H", "H", "H", "H", "H", "H", "H", "H", "H", "H", "H", "H", "H", "H", "H"],
  "positions_angstrom": [[4.5581, -2.0956, -4.4293], [-2.7901, 6.2910, 3.6016], [0.5166, -4.4683, -0.7756], [-3.9659, 1.2956, 1.6081], [4.1890, -1.9082, -2.8871], [-3.7013, 5.0226, 4.1290], [-0.8837, -3.7060, -0.8087], [-2.0833, 7.7752, 3.3002], [-6.4102, -0.5938, 3.3903], [3.7312, -3.0551, -5.2030], [3.9458, -0.6511, -4.8456], [-2.9068, 5.8522, 2.0840], [0.4895, -5.8016, -0.0718], [0.9611, -3.5880, 0.5434], [-2.6730, 0.2244, 0.9641], [-1.5425, 5.7918, 4.3024], [5.8740, -2.9490, -4.0248], [0.2912, -5.0896, -2.2965], [-5.6454, 0.3389, 1.3346], [-0.9803, 0.2800, 2.6475], [-1.7805, 5.9855, 1.2211], [-4.0133, 4.9749, 5.5249], [-1.5320, 8.4837, 4.4075], [-5.9645, -0.1922, 2.3655], [1.1818, -6.1153, -2.7442], [2.3022, -3.7498, 1.0229], [3.8174, -0.3505, -6.2453], [-2.0658, -4.4035, -1.1930], [2.8214, -1.7008, -2.5314], [-2.0157, -0.5891, 1.9191], [6.7426, -3.3519, -5.0973], [-1.8438, 5.1768, 0.4964], [-2.1735, 8.4295, 5.2855], [-3.1197, 4.7109, 6.0895], [3.0335, -3.6716, 0.2173], [-1.4247, 9.5270, 4.1104], [-0.4978, 0.8787, 1.8714], [2.1407, -2.1652, -3.2462], [2.4877, -2.9545, 1.7410], [-2.7487, -1.0337, 2.6060], [-4.4094, 5.9258, 5.8839], [2.6081, -0.6353, -2.4645], [3.7158, 0.7281, -6.3396], [2.2134, -5.9054, -2.4682], [-1.8189, 6.9410, 0.6976], [2.9241, -0.8322, -6.6380], [-3.9182, 2.6544, 0.7444], [-4.7695, 4.2053, 5.6588], [4.6886, -0.6770, -6.8105], [6.9774, -2.5182, -5.7594], [-1.9946, -5.4645, -0.9524], [-0.5530, 8.0733, 4.6478], [0.8759, -7.0696, -2.3184], [6.2762, -4.1546, -5.6677], [-3.8387, 1.6179, 3.1787], [-0.2212, -0.3026, 3.1784], [-1.4773, 0.9873, 3.3126], [-2.2461, -4.2777, -2.2599], [2.6672, -2.1443, -1.5483], [1.1096, -6.1617, -3.8295], [7.6650, -3.7137, -4.6506], [2.4013, -4.7168, 1.5160], [-2.8900, -3.9592, -0.6397], [-1.4606, -1.3590, 1.3682], [-0.8464, 5.9045, 1.7766]],
  "atomic_forces_ev_per_a": [[-4.314, -2.805, 2.327], [7.208, -4.735, -0.576], [-5.670, -4.434, 3.623], [0.282, 0.018, -0.955], [0.202, -0.192, 0.041], [-2.752, 2.605, -0.328], [0.475, 0.638, -0.086], [-3.306, 1.236, 0.032], [0.241, -0.552, -0.067], [0.587, 0.292, -0.671], [2.537, 0.348, -0.543], [-1.028, 0.471, 0.172], [1.238, -0.029, -0.374], [1.907, 1.718, -2.377], [-0.440, 0.082, 0.713], [-0.270, 0.498, 0.777], [1.165, 2.272, -1.101], [2.200, 2.221, -0.748], [0.715, -0.289, 0.487], [-0.181, -0.087, -0.142], [0.162, 0.149, -0.323], [0.054, -0.214, 0.146], [0.207, 0.135, -0.057], [-0.927, 0.888, -0.027], [-0.079, -0.195, -0.172], [0.008, -0.084, 0.224], [-0.230, 0.124, -0.113], [-0.215, 0.021, -0.250], [-0.210, 0.230, 0.092], [0.362, 0.875, -0.706], [0.014, -0.238, -0.037], [-0.116, -0.059, 0.088], [0.076, 0.002, 0.053], [0.056, 0.066, -0.067], [0.064, 0.011, 0.061], [-0.106, -0.012, -0.067], [0.161, -0.092, 0.039], [0.077, -0.027, -0.058], [-0.080, 0.044, -0.038], [0.257, -0.233, 0.115], [-0.043, -0.037, 0.052], [-0.016, 0.003, -0.030], [0.047, 0.003, 0.102], [0.015, -0.066, -0.012], [0.007, 0.022, 0.056], [0.060, -0.116, 0.025], [-0.160, -0.003, -0.105], [-0.001, -0.010, -0.115], [-0.025, -0.012, -0.038], [0.052, -0.021, -0.015], [0.099, 0.013, 0.029], [-0.079, -0.139, 0.052], [0.035, 0.062, 0.145], [-0.070, 0.059, -0.014], [-0.039, -0.200, 0.148], [-0.081, 0.023, 0.123], [0.066, -0.105, 0.156], [0.028, -0.033, -0.008], [0.086, 0.008, 0.000], [-0.007, 0.128, 0.005], [-0.032, 0.041, 0.079], [-0.035, -0.044, -0.088], [0.082, 0.076, 0.049], [-0.249, -0.312, 0.193], [-0.069, -0.008, 0.107]],
  "nbo_charge": [2.47, 2.37, 2.38, 1.41, -0.82, -0.67, -0.80, -0.74, -0.63, -1.11, -0.76, -0.79, -1.10, -0.69, -0.96, -1.12, -0.74, -0.73, -0.89, -0.64, -0.25, -0.26, -0.25, 0.76, -0.25, -0.27, -0.25, -0.24, -0.25, -0.06, -0.26, 0.21, 0.18, 0.20, 0.17, 0.18, 0.20, 0.20, 0.20, 0.15, 0.16, 0.19, 0.19, 0.18, 0.17, 0.21, -0.45, 0.21, 0.18, 0.17, 0.19, 0.21, 0.20, 0.20, -0.45, 0.18, 0.22, 0.18, 0.18, 0.19, 0.20, 0.20, 0.21, 0.15, 0.20]
}



Record 2
{
  "formula": "C13H23IN4O3S4Sr",
  "method": "ωB97M-V with the def2-TZVPD basis set",
  "e_above_lowest_kj_mol": 0.0,
  "lumo_ev": 3.20,
  "total_charge": -2,
  "species": ["I", "Sr", "S", "S", "S", "S", "O", "O", "O", "N", "N", "N", "N", "C", "C", "C", "C", "C", "C", "C", "C", "C", "C", "C", "C", "C", "H", "H", "H", "H", "H", "H", "H", "H", "H", "H", "H", "H", "H", "H", "H", "H", "H", "H", "H", "H", "H", "H", "H"],
  "positions_angstrom": [[2.6179, -2.0503, 5.6129], [0.1906, -0.3094, -1.1555], [3.0946, 0.1632, -1.4398], [0.6792, 2.5900, -1.1873], [-2.0157, -2.1844, -2.8487], [-0.3475, -3.1408, -2.1179], [-1.7154, -0.7185, -2.6759], [-2.1970, -2.5251, -4.2482], [-3.1583, -2.5321, -1.9952], [1.2197, 0.9424, 2.8651], [0.1448, -1.8254, 1.1141], [-2.2866, -0.3418, 0.1678], [-1.5657, 2.3092, 1.6663], [1.3783, 0.1026, 3.8866], [1.2891, 1.8833, -2.6938], [-1.0919, -1.6941, 1.8873], [2.6135, 0.3915, -4.1723], [-2.2972, -1.5669, 0.9628], [2.1447, 0.9598, 1.9059], [3.4389, -0.7337, 2.9915], [2.4653, -0.7469, 3.9830], [-2.7525, 1.4882, 1.8381], [-3.2005, 0.6986, 0.6112], [2.2382, 0.9152, -2.7961], [0.6290, 2.4089, -3.9571], [3.2709, 0.1400, 1.9346], [-0.1177, 1.7024, -4.3367], [-2.5374, -0.5772, -0.7923], [-3.6022, 2.1251, 2.1229], [3.2248, -0.5018, -4.0702], [-1.2592, -2.5495, 2.5587], [0.1073, -2.6444, 0.5057], [-2.6038, 0.8050, 2.6816], [-3.2119, -1.6371, 1.5717], [4.2924, -1.3970, 3.0400], [3.1890, 1.1362, -4.7368], [-4.2006, 0.2809, 0.8239], [-3.3172, 1.4001, -0.2202], [-1.0075, -0.7989, 2.5077], [3.9644, 0.1853, 1.1059], [1.3536, 2.5837, -4.7582], [-2.3208, -2.4073, 0.2636], [0.1171, 3.3439, -3.7379], [0.9552, -1.9023, 1.7170], [-0.7275, 1.8463, 1.9975], [-1.4009, 2.5246, 0.6864], [0.6045, 0.1027, 4.6468], [1.7336, 0.1375, -4.7698], [1.9786, 1.6183, 1.0532]],
  "atomic_forces_ev_per_a": [[0.002, 0.001, 0.003], [0.042, 0.118, -0.192], [-0.001, -0.009, 0.039], [-0.015, -0.010, 0.070], [-0.007, 0.043, 0.017], [-0.010, -0.009, 0.044], [0.011, -0.092, -0.117], [-0.019, -0.013, 0.028], [-0.001, 0.009, -0.006], [-0.014, 0.014, 0.003], [0.008, 0.043, -0.010], [0.038, 0.013, -0.008], [0.056, 0.033, 0.007], [0.014, -0.012, -0.004], [0.005, 0.029, 0.001], [-0.029, -0.059, 0.013], [0.001, 0.002, 0.004], [-0.063, -0.016, 0.015], [-0.025, -0.006, -0.055], [-0.016, 0.016, 0.016], [0.008, 0.002, -0.020], [-0.042, -0.024, 0.000], [0.007, 0.038, 0.023], [0.015, 0.023, 0.021], [-0.001, 0.006, 0.012], [0.031, -0.014, 0.010], [-0.003, 0.002, 0.002], [-0.033, -0.095, 0.024], [-0.003, -0.011, -0.009], [-0.002, -0.003, 0.001], [-0.003, 0.009, 0.002], [-0.054, -0.020, 0.034], [0.025, 0.015, -0.001], [0.000, 0.043, -0.002], [0.000, -0.002, 0.001], [0.006, -0.001, 0.003], [0.011, -0.008, -0.012], [0.002, 0.009, 0.001], [0.021, 0.014, 0.009], [-0.004, -0.009, -0.011], [0.004, -0.002, -0.002], [0.043, -0.035, 0.037], [0.004, 0.000, -0.002], [0.012, 0.003, -0.017], [0.000, -0.037, 0.002], [0.002, 0.005, 0.008], [0.001, -0.002, 0.001], [0.000, 0.003, -0.003], [-0.020, -0.008, 0.020]],
  "nbo_charge": [0.09, 1.75, -0.65, -0.63, 2.23, -0.89, -1.14, -1.01, -1.06, -0.43, -0.91, -0.71, -0.87, -0.02, -0.25, -0.22, -0.65, -0.26, 0.04, -0.23, -0.21, -0.22, -0.22, -0.24, -0.65, -0.22, 0.22, 0.43, 0.16, 0.22, 0.16, 0.40, 0.17, 0.16, 0.22, 0.18, 0.15, 0.20, 0.18, 0.26, 0.19, 0.25, 0.22, 0.37, 0.38, 0.38, 0.19, 0.21, 0.27]
}



Record 3
{
  "formula": "C4H12N2S",
  "method": "ωB97M-V with the def2-TZVPD basis set",
  "e_above_lowest_kj_mol": 60.3,
  "smiles": "CN[C@H](CN)CS",
  "lumo_ev": 0.96,
  "total_charge": 0,
  "species": ["S", "N", "N", "C", "C", "C", "C", "H", "H", "H", "H", "H", "H", "H", "H", "H", "H", "H", "H"],
  "positions_angstrom": [[2.2289, -1.5547, 0.8091], [1.9003, 1.1398, -1.0199], [-1.3600, 0.4454, 0.7402], [0.4949, -1.1727, 0.4626], [0.0606, 0.3017, 0.4462], [-2.2363, -0.5168, 0.1000], [0.4603, 1.0902, -0.7780], [0.6248, 0.6924, 1.3033], [-3.2819, -0.2114, 0.2337], [2.1499, 1.7622, -1.7744], [2.3388, 0.2445, -1.1715], [-2.2671, -1.4745, 0.6380], [-0.1299, -1.6665, 1.1943], [-1.6698, 1.3820, 0.5125], [-2.0634, -0.7060, -0.9647], [2.3487, -0.9353, 1.9914], [-0.1589, 0.7507, -1.6236], [0.3317, -1.7196, -0.4681], [0.2283, 2.1486, -0.6308]],
  "atomic_forces_ev_per_a": [[0.129, 0.005, 0.039], [0.067, -0.212, 0.143], [-0.203, -0.338, -0.056], [-0.451, -0.219, -0.172], [1.039, -0.020, 0.733], [-1.039, -0.422, 0.424], [0.481, 0.574, -0.656], [-0.152, 0.399, -0.089], [0.240, 0.375, -0.277], [-0.145, -0.019, -0.053], [-0.062, -0.093, -0.016], [0.535, 0.070, -0.215], [-0.003, -0.194, 0.275], [0.147, -0.022, 0.052], [0.066, 0.031, -0.030], [-0.081, 0.060, -0.022], [0.150, -0.113, -0.102], [-0.181, 0.227, -0.191], [-0.537, -0.088, 0.212]],
  "nbo_charge": [-0.03, -0.85, -0.62, -0.53, -0.07, -0.43, -0.23, 0.19, 0.21, 0.36, 0.37, 0.19, 0.23, 0.36, 0.17, 0.12, 0.16, 0.22, 0.19]
}



no.,HOMO energy (eV),gap between HOMO and LUMO (eV)
1,-5.2,5.87
2,-0.9,4.09
3,-8.7,9.71